# C3H8O

A cluster of 4 separate species, C3H8O in total (ωB97M-V with the def2-TZVPD basis set, the Open Molecules 2025 dataset).

Output
- E_LUMO: 1.09 eV
- E_HOMO: -9.48 eV
- Energy: -5284.03701 eV
- Energy above the lowest of the compared OMol25 structures with the same formula, charge and spin: 396.9 kJ/mol

Bonds (Å) are listed after each position.
Geometry (Å):
1 H -0.76 -0.25 -1.86  C9 1.083
2 C 0.90 -0.93 -0.69  H4 1.089, H7 1.089, C9 1.372
3 H 0.48 -0.63 0.69  no bonds
4 H 0.57 -1.97 -0.68  C2 1.089
5 C -0.92 0.87 1.19  H6 1.105, H8 1.105, O11 1.255
6 H -1.71 0.30 1.72  C5 1.105
7 H 1.96 -0.77 -0.50  C2 1.089
8 H -0.34 1.55 1.84  C5 1.105
9 C 0.18 0.00 -1.38  H1 1.083, C2 1.372, H10 1.083
10 H 0.62 0.95 -1.66  C9 1.083
11 O -1.04 1.13 -0.03  C5 1.255
12 H 0.06 -0.23 1.37  no bonds